(1)
{"formula": "C44H102O22S", "method": "ωB97M-V with the def2-TZVPD basis set", "species": ["C", "O", "C", "C", "O", "C", "C", "O", "C", "H", "H", "H", "H", "H", "H", "H", "H", "H", "H", "H", "H", "H", "H", "C", "O", "C", "C", "O", "C", "C", "O", "C", "H", "H", "H", "H", "H", "H", "H", "H", "H", "H", "H", "H", "H", "H", "C", "O", "C", "C", "O", "C", "C", "O", "C", "H", "H", "H", "H", "H", "H", "H", "H", "H", "H", "H", "H", "H", "H", "C", "O", "C", "C", "O", "C", "C", "O", "C", "H", "H", "H", "H", "H", "H", "H", "H", "H", "H", "H", "H", "H", "H", "C", "O", "C", "C", "O", "C", "C", "O", "C", "H", "H", "H", "H", "H", "H", "H", "H", "H", "H", "H", "H", "H", "H", "C", "O", "C", "C", "O", "C", "C", "O", "C", "H", "H", "H", "H", "H", "H", "H", "H", "H", "H", "H", "H", "H", "H", "C", "C", "C", "S", "O", "O", "C", "H", "H", "H", "H", "H", "H", "H", "H", "C", "O", "C", "C", "O", "C", "H", "H", "H", "H", "H", "H", "H", "H", "H", "H"], "positions_angstrom": [[-1.892, -1.649, 2.125], [-2.279, -2.926, 2.629], [-3.487, -2.855, 3.393], [-4.702, -2.795, 2.532], [-4.969, -1.375, 2.345], [-5.946, -1.030, 1.375], [-5.607, -1.352, -0.052], [-5.707, -2.739, -0.336], [-5.637, -2.987, -1.694], [-2.419, -1.407, 1.213], [-0.841, -1.623, 1.960], [-2.243, -0.838, 2.762], [-3.410, -1.930, 4.019], [-3.422, -3.733, 4.027], [-5.609, -3.275, 2.965], [-4.567, -3.253, 1.573], [-6.142, 0.004, 1.447], [-6.896, -1.523, 1.644], [-4.617, -0.913, -0.238], [-6.414, -0.889, -0.631], [-6.567, -2.730, -2.211], [-5.431, -3.980, -1.927], [-4.785, -2.321, -2.138], [1.658, 0.019, 5.067], [2.882, -0.668, 5.105], [3.924, -0.149, 4.243], [4.775, -1.326, 4.016], [4.395, -2.249, 2.983], [3.563, -3.293, 3.448], [3.404, -4.362, 2.395], [4.657, -5.026, 2.112], [4.534, -6.145, 1.286], [1.748, 1.130, 5.080], [1.109, -0.309, 5.926], [1.088, -0.193, 4.176], [4.450, 0.643, 4.740], [3.455, 0.248, 3.379], [4.804, -1.923, 4.919], [5.801, -1.142, 3.734], [2.544, -3.040, 3.778], [4.045, -3.699, 4.308], [2.968, -4.036, 1.415], [2.775, -5.110, 2.848], [4.122, -5.972, 0.279], [3.935, -6.928, 1.825], [5.515, -6.509, 1.169], [2.206, 4.431, 2.042], [2.200, 4.553, 3.474], [1.864, 5.878, 3.924], [0.443, 6.281, 3.755], [-0.305, 5.330, 4.508], [-1.685, 5.532, 4.213], [-2.456, 4.200, 4.298], [-2.321, 3.319, 3.146], [-1.062, 2.614, 3.186], [3.076, 4.765, 1.478], [1.450, 5.079, 1.608], [1.996, 3.411, 1.696], [2.533, 6.616, 3.441], [2.132, 5.746, 4.942], [0.054, 6.276, 2.707], [0.158, 7.281, 4.107], [-1.816, 5.829, 3.160], [-2.133, 6.279, 4.843], [-3.509, 4.439, 4.359], [-2.164, 3.592, 5.114], [-0.940, 1.888, 4.013], [-0.253, 3.311, 3.171], [-1.034, 2.141, 2.216], [-0.253, 2.250, -6.321], [-0.883, 1.594, -5.228], [-2.225, 1.969, -5.048], [-2.384, 3.282, -4.350], [-1.676, 3.265, -3.153], [-1.842, 4.419, -2.336], [-1.022, 4.513, -1.087], [0.400, 4.735, -1.406], [0.702, 6.012, -2.016], [0.606, 1.736, -6.569], [0.095, 3.254, -6.132], [-0.988, 2.374, -7.190], [-2.712, 1.060, -4.550], [-2.778, 1.893, -6.024], [-3.430, 3.597, -4.163], [-1.930, 4.010, -5.101], [-2.853, 4.507, -1.853], [-1.732, 5.314, -2.975], [-1.102, 3.636, -0.464], [-1.407, 5.377, -0.496], [0.779, 6.033, -3.149], [1.628, 6.300, -1.571], [-0.086, 6.755, -1.699], [2.079, -1.685, -5.062], [1.921, -1.883, -3.681], [2.139, -3.276, -3.438], [3.504, -3.641, -3.104], [4.041, -2.975, -1.948], [5.460, -3.069, -1.893], [5.994, -2.583, -0.568], [6.039, -1.159, -0.650], [6.315, -0.664, 0.586], [2.712, -2.438, -5.578], [2.548, -0.696, -5.180], [1.121, -1.744, -5.653], [1.843, -4.019, -4.233], [1.422, -3.574, -2.629], [4.184, -3.431, -3.962], [3.640, -4.701, -2.867], [5.882, -2.411, -2.694], [5.714, -4.114, -2.073], [7.048, -2.849, -0.587], [5.467, -2.926, 0.321], [6.392, 0.363, 0.503], [7.257, -1.179, 1.007], [5.489, -0.917, 1.395], [1.900, -7.607, -3.272], [1.540, -6.664, -2.301], [0.333, -7.124, -1.688], [-0.189, -6.050, -0.786], [-0.723, -4.993, -1.547], [-1.351, -3.871, -0.926], [-0.998, -2.636, -1.794], [-2.099, -1.714, -1.607], [-2.093, -0.727, -2.585], [2.919, -7.429, -3.746], [1.185, -7.568, -4.134], [1.969, -8.629, -3.003], [0.565, -8.089, -1.119], [-0.482, -7.300, -2.407], [0.621, -5.658, -0.078], [-0.935, -6.413, -0.117], [-1.069, -3.753, 0.142], [-2.447, -3.980, -0.915], [-0.989, -2.906, -2.894], [-0.044, -2.209, -1.486], [-2.048, -1.171, -3.568], [-1.316, -0.006, -2.441], [-3.072, -0.242, -2.571], [1.692, 0.968, -2.122], [3.155, 0.788, -1.765], [3.165, -0.080, -0.513], [1.702, 0.351, 0.421], [1.970, 1.257, 1.489], [0.996, -0.873, 0.583], [0.944, 1.333, -0.840], [1.347, 0.032, -2.558], [1.614, 1.707, -2.852], [3.731, 1.704, -1.566], [3.748, 0.255, -2.532], [4.059, -0.045, 0.127], [3.114, -1.181, -0.745], [1.057, 2.410, -0.578], [-0.121, 1.107, -1.000], [-3.654, 2.219, -0.364], [-4.429, 3.343, -0.192], [-5.226, 3.310, 0.992], [-5.875, 4.635, 1.128], [-5.170, 5.682, 1.690], [-4.022, 6.006, 0.955], [-2.947, 2.179, 0.500], [-3.216, 2.229, -1.333], [-4.236, 1.285, -0.304], [-4.523, 3.048, 1.833], [-6.036, 2.585, 0.855], [-6.756, 4.416, 1.662], [-6.160, 4.863, 0.076], [-3.783, 6.981, 1.319], [-4.271, 6.002, -0.144], [-3.163, 5.280, 1.074]], "mulliken_charge": [-0.444, -0.488, -0.783, -0.177, -0.259, -0.954, 0.090, -0.373, -0.657, 0.074, 0.103, 0.604, 0.341, 0.380, 0.399, 0.252, 0.384, 0.381, -0.156, 0.550, 0.339, 0.323, 0.098, -0.674, -0.448, 0.325, -1.397, -0.053, -0.574, -0.347, -0.380, -0.644, 0.294, 0.468, 0.151, 0.404, -0.277, 0.653, 0.495, 0.245, 0.379, 0.039, 0.619, 0.142, 0.301, 0.312, 0.198, -0.303, -0.721, -0.032, -0.333, -0.311, -1.013, 0.003, 0.010, 0.445, 0.035, -0.449, 0.343, 0.348, 0.014, 0.415, 0.115, 0.481, 0.465, 0.428, 0.228, 0.029, -0.218, -0.890, -0.053, -0.541, -0.472, 0.357, -0.969, 0.378, -0.245, -0.909, 0.270, 0.274, 0.313, -0.047, 0.420, 0.356, 0.282, 0.425, 0.388, -0.379, 0.320, 0.199, 0.307, 0.349, -0.924, 0.237, -0.129, -0.561, 0.186, -0.987, -0.399, -0.358, -0.464, 0.403, 0.229, 0.224, 0.260, -0.413, 0.258, 0.359, 0.300, 0.402, 0.460, 0.268, 0.471, 0.271, -0.218, -1.047, 0.016, -0.734, -0.242, -0.369, -0.498, 0.172, 0.240, -1.276, 0.244, 0.358, 0.416, 0.369, 0.329, -0.023, 0.571, 0.387, 0.021, 0.361, -0.485, 0.687, 0.114, 0.367, -0.575, -0.662, 0.323, 1.038, -0.712, -0.238, 0.699, -0.335, 0.877, 0.379, 0.267, -0.431, -0.080, -0.687, -0.076, 0.610, -0.374, 0.157, -1.187, -0.419, -0.266, -0.043, -0.263, 0.002, 0.210, 0.169, 0.465, 0.379, 0.407, 0.322, -0.180], "lumo_ev": 0.54, "smiles": "O=S1(=O)CCCC1.COCCOCCOC.COCCOCCOC.COCCOCCOC.COCCOCCOC.COCCOCCOC.COCCOCCOC.COCCOC", "charge": 0, "molar_mass_g_mol": 1015.3, "total_energy_ev": -103147.634, "e_above_lowest_kj_mol": 67.47}

***

(2)
{"formula": "C44H105AlF2N8O12S2", "method": "ωB97M-V with the def2-TZVPD basis set", "species": ["Al", "N", "S", "O", "O", "F", "S", "O", "O", "F", "C", "C", "C", "C", "C", "C", "N", "O", "C", "C", "C", "H", "H", "H", "H", "H", "H", "H", "H", "H", "H", "H", "H", "H", "H", "H", "H", "H", "H", "H", "C", "C", "C", "C", "C", "C", "N", "O", "C", "C", "C", "H", "H", "H", "H", "H", "H", "H", "H", "H", "H", "H", "H", "H", "H", "H", "H", "H", "H", "H", "C", "C", "C", "C", "C", "C", "N", "O", "C", "C", "C", "H", "H", "H", "H", "H", "H", "H", "H", "H", "H", "H", "H", "H", "H", "H", "H", "H", "H", "H", "C", "O", "H", "H", "H", "H", "C", "C", "C", "O", "C", "N", "H", "H", "H", "H", "H", "H", "H", "H", "H", "H", "H", "C", "C", "C", "O", "C", "N", "H", "H", "H", "H", "H", "H", "H", "H", "H", "H", "H", "C", "C", "C", "O", "C", "N", "H", "H", "H", "H", "H", "H", "H", "H", "H", "H", "H", "C", "C", "C", "O", "C", "N", "H", "H", "H", "H", "H", "H", "H", "H", "H", "H", "H"], "positions_angstrom": [[-5.573, 12.962, 1.404], [-4.500, 7.384, 3.101], [-5.107, 6.509, 4.179], [-4.278, 5.636, 5.015], [-6.477, 6.097, 3.946], [-5.443, 7.799, 5.150], [-3.548, 6.129, 2.371], [-4.256, 4.944, 1.939], [-2.180, 6.002, 2.890], [-3.315, 6.822, 0.932], [-1.357, 1.351, -7.764], [-2.857, 1.602, -7.361], [-3.462, 2.303, -8.594], [-5.021, 2.377, -8.608], [-5.617, 1.012, -8.245], [-5.022, 0.193, -7.068], [-3.579, 0.269, -7.157], [-2.906, -0.491, -6.226], [-5.587, 0.685, -5.720], [-5.412, -1.300, -7.145], [-2.869, 2.658, -6.150], [-0.860, 2.300, -7.966], [-1.234, 0.660, -8.599], [-0.837, 0.962, -6.889], [-2.981, 3.276, -8.695], [-3.001, 1.783, -9.433], [-5.504, 2.680, -9.536], [-5.477, 3.056, -7.887], [-5.572, 0.449, -9.178], [-6.683, 1.144, -8.060], [-6.676, 0.718, -5.696], [-5.257, 0.088, -4.871], [-5.466, 1.738, -5.467], [-5.050, -1.744, -8.072], [-5.010, -1.867, -6.305], [-6.484, -1.394, -7.319], [-3.852, 3.124, -6.085], [-2.086, 3.408, -6.265], [-2.648, 2.049, -5.274], [-2.706, -1.293, -6.715], [-14.239, 3.729, 10.944], [-13.768, 2.304, 10.456], [-12.574, 1.927, 11.341], [-12.102, 0.490, 11.034], [-13.294, -0.449, 11.394], [-14.611, -0.174, 10.672], [-14.822, 1.294, 10.618], [-15.978, 1.617, 9.932], [-14.518, -0.769, 9.208], [-15.685, -0.955, 11.431], [-13.385, 2.425, 8.941], [-13.519, 4.533, 10.792], [-14.695, 3.853, 11.926], [-14.957, 4.124, 10.225], [-11.708, 2.557, 11.136], [-12.694, 1.960, 12.424], [-11.185, 0.279, 11.584], [-11.733, 0.494, 10.008], [-13.404, -0.604, 12.467], [-12.965, -1.458, 11.147], [-15.265, -0.306, 8.562], [-13.528, -0.638, 8.772], [-14.858, -1.804, 9.216], [-15.349, -1.984, 11.551], [-15.621, -0.699, 12.489], [-16.702, -1.003, 11.041], [-14.239, 2.825, 8.395], [-13.185, 1.444, 8.509], [-12.503, 3.003, 8.665], [-16.534, 1.977, 10.628], [6.664, 3.718, 0.725], [6.624, 3.029, -0.677], [7.958, 3.262, -1.384], [8.212, 2.192, -2.487], [8.101, 0.781, -1.972], [6.800, 0.460, -1.235], [6.434, 1.578, -0.320], [5.258, 1.340, 0.426], [5.717, 0.091, -2.256], [7.095, -0.772, -0.327], [5.500, 3.557, -1.652], [5.704, 3.650, 1.237], [6.916, 4.766, 0.564], [7.420, 3.209, 1.325], [7.964, 4.234, -1.877], [8.826, 3.245, -0.724], [9.209, 2.245, -2.925], [7.517, 2.465, -3.281], [8.925, 0.573, -1.290], [8.192, 0.199, -2.889], [5.440, 1.005, -2.782], [6.083, -0.604, -3.012], [4.924, -0.449, -1.739], [6.234, -1.284, 0.103], [7.848, -1.416, -0.781], [7.707, -0.514, 0.537], [5.585, 4.641, -1.722], [4.501, 3.340, -1.275], [5.705, 3.159, -2.646], [4.557, 1.379, -0.228], [-7.641, 8.063, -3.970], [-7.798, 8.455, -2.609], [-6.560, 8.047, -4.114], [-8.024, 7.121, -4.365], [-7.984, 8.847, -4.645], [-8.578, 7.983, -2.307], [-2.022, 1.360, 13.848], [-3.159, 2.387, 13.660], [-3.496, 3.050, 15.051], [-3.916, 2.234, 16.080], [-5.244, 1.752, 16.061], [-2.746, 3.342, 12.620], [-1.116, 1.964, 13.882], [-2.009, 0.801, 12.912], [-2.211, 0.654, 14.657], [-3.981, 1.789, 13.266], [-4.263, 3.811, 14.914], [-2.554, 3.524, 15.329], [-5.584, 1.560, 17.079], [-5.492, 0.940, 15.377], [-5.921, 2.543, 15.738], [-1.904, 3.829, 12.894], [-2.617, 3.019, 11.672], [2.153, 11.635, 2.158], [0.711, 11.776, 2.580], [0.533, 11.878, 4.142], [-0.805, 12.154, 4.592], [-0.796, 12.110, 6.020], [0.241, 13.024, 2.015], [2.291, 11.453, 1.092], [2.472, 10.667, 2.544], [2.784, 12.470, 2.461], [0.127, 10.965, 2.147], [1.157, 12.661, 4.573], [0.806, 10.889, 4.510], [-0.579, 11.109, 6.392], [-1.808, 12.279, 6.388], [-0.076, 12.798, 6.463], [0.771, 13.798, 2.390], [0.545, 12.910, 1.059], [-12.758, 12.129, 5.044], [-11.339, 12.631, 4.725], [-10.675, 13.039, 6.056], [-9.376, 13.563, 5.910], [-8.984, 14.037, 7.198], [-10.602, 11.554, 3.989], [-13.255, 11.869, 4.110], [-13.389, 12.849, 5.565], [-12.657, 11.235, 5.659], [-11.367, 13.591, 4.210], [-10.779, 12.190, 6.731], [-11.345, 13.839, 6.372], [-7.999, 14.498, 7.263], [-8.948, 13.203, 7.900], [-9.780, 14.698, 7.541], [-11.157, 11.200, 3.223], [-10.421, 10.740, 4.559], [-14.453, 4.236, 1.165], [-12.972, 4.464, 0.789], [-12.376, 3.247, 0.000], [-12.509, 2.029, 0.721], [-11.455, 1.810, 1.704], [-12.900, 5.683, -0.009], [-14.553, 3.587, 2.035], [-15.073, 3.944, 0.318], [-14.906, 5.182, 1.460], [-12.389, 4.615, 1.697], [-11.329, 3.427, -0.245], [-12.877, 3.086, -0.954], [-10.488, 1.499, 1.309], [-11.867, 1.107, 2.429], [-11.260, 2.749, 2.222], [-13.385, 5.542, -0.883], [-13.574, 6.188, 0.548]], "mulliken_charge": [0.994, -0.204, 1.070, -0.504, -0.520, -0.322, 1.078, -0.514, -0.518, -0.261, -1.824, 1.176, -1.219, -0.692, -1.204, 1.561, 0.434, -0.429, -1.582, -1.946, -1.500, 0.403, 0.448, 0.437, 0.431, 0.471, 0.406, 0.346, 0.408, 0.431, 0.443, 0.350, 0.315, 0.446, 0.457, 0.404, 0.303, 0.426, 0.393, 0.372, -1.864, 1.359, -1.139, -0.761, -1.319, 1.566, 0.392, -0.404, -1.682, -1.837, -1.513, 0.408, 0.383, 0.470, 0.482, 0.350, 0.437, 0.326, 0.480, 0.459, 0.411, 0.363, 0.430, 0.448, 0.462, 0.386, 0.379, 0.309, 0.391, 0.379, -1.753, 1.223, -1.051, -0.833, -1.015, 1.464, 0.276, -0.404, -1.662, -1.798, -1.525, 0.388, 0.405, 0.434, 0.434, 0.384, 0.366, 0.357, 0.450, 0.399, 0.335, 0.409, 0.457, 0.327, 0.404, 0.475, 0.440, 0.333, 0.364, 0.390, -0.547, -0.491, 0.214, 0.268, 0.248, 0.307, -1.222, 0.305, -0.718, -0.332, -0.756, -0.584, 0.328, 0.349, 0.326, 0.309, 0.421, 0.331, 0.289, 0.281, 0.341, 0.264, 0.270, -1.410, 0.311, -0.820, -0.274, -0.752, -0.698, 0.427, 0.346, 0.354, 0.321, 0.390, 0.372, 0.323, 0.260, 0.304, 0.273, 0.276, -1.358, 0.283, -0.795, -0.295, -0.715, -0.649, 0.360, 0.395, 0.349, 0.263, 0.390, 0.386, 0.267, 0.302, 0.300, 0.263, 0.258, -1.404, 0.516, -0.702, -0.370, -0.668, -0.717, 0.271, 0.333, 0.492, 0.143, 0.354, 0.364, 0.284, 0.259, 0.284, 0.288, 0.275], "lumo_ev": -10.24, "charge": 2, "molar_mass_g_mol": 1067.5, "total_energy_ev": -117490.860}